Density functional theory data (ωB97M-V/def2-TZVPD) for a cluster of 9 separate species, C29H72Cl2N2O13P2S2 in total in a non-equilibrium geometry.

Last column: Löwdin charge in e.
Element x y z (Å)
C (1.48, 4.33, 3.95)  -0.135
O (0.84, 3.06, 4.04)  -0.243
C (1.78, 2.00, 4.39)  -0.215
C (1.77, 1.02, 3.13)  -0.131
C (2.41, 1.86, 1.93)  -0.166
C (3.03, 0.96, 0.80)  -0.157
C (2.05, 0.55, -0.37)  -0.557
C (2.74, -0.72, -1.09)  -0.157
C (4.29, -0.58, -1.30)  -0.160
C (5.09, -1.50, -0.28)  -0.219
O (5.50, -2.75, -0.87)  -0.211
C (5.51, -3.82, 0.06)  -0.137
O (0.76, 0.06, 0.05)  -0.166
C (-0.28, 1.02, -0.01)  -0.196
C (-1.59, 0.28, 0.60)  -0.473
O (-1.19, -0.36, 1.79)  -0.147
C (-1.38, -1.74, 2.01)  -0.702
S (-0.28, -2.88, 1.02)  0.827
C (-2.90, -2.26, 2.10)  -0.097
C (-2.93, -3.44, 3.20)  -0.222
N (-2.53, -4.64, 3.00)  0.084
N (-0.86, -1.97, 3.43)  0.061
C (-1.04, -0.97, 4.13)  -0.702
S (-1.42, 0.13, 5.25)  0.780
P (-2.34, -0.64, -0.84)  0.771
O (-3.81, -1.02, -0.70)  -0.490
C (-2.54, 1.52, 1.01)  -0.564
Cl (-3.51, 2.17, -0.39)  0.625
C (-3.54, 1.23, 2.20)  -0.669
C (-3.79, 2.62, 2.94)  -0.139
Cl (-5.22, 0.71, 1.65)  0.572
P (2.09, 1.91, -1.65)  0.962
C (1.12, 1.50, -3.20)  -0.290
C (1.76, 3.62, -0.99)  -0.300
H (2.49, 4.29, 3.46)  0.078
H (1.64, 4.70, 5.01)  0.095
H (0.86, 5.10, 3.41)  0.093
H (1.32, 1.48, 5.27)  0.086
H (2.80, 2.41, 4.61)  0.118
H (0.69, 0.91, 2.87)  0.086
H (2.31, 0.07, 3.32)  0.107
H (1.71, 2.65, 1.58)  0.086
H (3.28, 2.41, 2.41)  0.099
H (3.94, 1.52, 0.40)  0.084
H (3.39, 0.01, 1.29)  0.115
H (2.43, -1.63, -0.49)  0.114
H (2.24, -0.81, -2.10)  0.094
H (4.67, 0.47, -1.33)  0.084
H (4.52, -1.03, -2.31)  0.120
H (6.03, -0.97, 0.06)  0.127
H (4.42, -1.75, 0.59)  0.102
H (5.50, -3.51, 1.14)  0.086
H (4.62, -4.51, -0.09)  0.091
H (6.41, -4.49, -0.07)  0.089
H (0.00, 1.91, 0.60)  0.109
H (-0.60, 1.28, -1.07)  0.091
H (-1.07, -3.46, 0.06)  -0.140
H (-3.61, -1.49, 2.48)  0.085
H (-3.24, -2.76, 1.15)  0.090
H (-3.35, -3.22, 4.22)  0.114
H (-2.20, -4.72, 2.03)  -0.003
H (-1.66, -1.82, -1.25)  0.003
H (-2.29, 0.24, -1.97)  0.023
H (-1.90, 2.38, 1.35)  0.107
H (-3.17, 0.54, 2.99)  0.050
H (-4.23, 2.36, 3.94)  0.072
H (-4.56, 3.24, 2.40)  0.067
H (-2.83, 3.17, 3.12)  0.085
H (0.84, 0.40, -3.26)  0.023
H (0.13, 2.06, -3.15)  0.041
H (1.62, 1.86, -4.14)  0.044
H (1.58, 4.35, -1.84)  0.049
H (2.68, 4.00, -0.46)  0.040
H (0.89, 3.74, -0.29)  0.023
C (-4.22, -4.98, -0.95)  -0.133
O (-3.21, -5.01, 0.06)  -0.167
H (-3.85, -4.41, -1.80)  0.064
H (-4.47, -5.99, -1.26)  0.080
H (-5.12, -4.49, -0.56)  0.086
H (-3.57, -5.52, 0.80)  0.071
C (-0.94, -4.79, -2.82)  -0.143
O (-1.81, -3.77, -3.31)  -0.148
H (-0.27, -4.35, -2.08)  0.069
H (-1.53, -5.59, -2.36)  0.075
H (-0.35, -5.20, -3.65)  0.080
H (-2.39, -4.18, -3.96)  0.079
C (2.10, -1.36, 6.19)  -0.137
O (2.94, -0.38, 5.60)  -0.144
H (1.25, -1.53, 5.53)  0.047
H (2.64, -2.30, 6.33)  0.080
H (1.73, -1.00, 7.16)  0.081
H (3.69, -0.25, 6.21)  0.085
C (-7.42, 3.89, 3.82)  -0.161
O (-6.39, 3.86, 4.80)  -0.138
H (-7.07, 4.49, 2.98)  0.077
H (-7.64, 2.88, 3.48)  0.073
H (-8.32, 4.35, 4.24)  0.074
H (-6.72, 3.33, 5.54)  0.076
C (-1.34, -0.48, -5.60)  -0.133
O (-0.30, -0.48, -4.62)  -0.166
H (-1.00, 0.08, -6.47)  0.056
H (-1.56, -1.51, -5.90)  0.073
H (-2.23, -0.01, -5.18)  0.083
H (-0.62, -0.99, -3.87)  0.059
C (-2.44, -1.95, -9.08)  -0.160
O (-1.30, -1.11, -8.95)  -0.135
H (-3.13, -1.72, -8.27)  0.075
H (-2.93, -1.76, -10.04)  0.076
H (-2.14, -3.00, -9.02)  0.077
H (-0.70, -1.32, -9.67)  0.076
C (6.65, 2.53, 2.32)  -0.142
O (5.82, 2.19, 1.22)  -0.146
H (6.14, 2.27, 3.24)  0.077
H (7.60, 1.98, 2.26)  0.077
H (6.85, 3.61, 2.32)  0.078
H (6.30, 2.44, 0.42)  0.086
C (-0.02, 3.00, -6.92)  -0.163
O (1.12, 3.84, -6.78)  -0.131
H (-0.71, 3.22, -6.11)  0.080
H (-0.50, 3.19, -7.88)  0.077
H (0.28, 1.95, -6.86)  0.064
H (1.73, 3.63, -7.50)  0.074

Properties
- SMILES string = [H]/N=C\C[C@](S)(N=C=S)O[C@@](CO[C@@](CCCCOC)(CCCOC)P(C)C)([PH2]=O)[C@@H](Cl)[C@@H](C)Cl.CO.CO.CO.CO.CO.CO.CO.CO
- Kohn-Sham gap (eV) = 7.2
- highest occupied orbital energy (eV) = -7.10
- net charge = 0
- spin multiplicity = 1

=====

Density functional theory data (ωB97M-V/def2-TZVPD) for a cluster of 4 separate species, C29H72FN10O6P3 in total in a non-equilibrium geometry.

Last column: Löwdin charge in e.
Element x y z (Å)
C (2.75, -0.37, 3.24)  -0.090
C (3.42, -1.38, 2.28)  -0.221
N (3.52, -0.99, 0.86)  -0.084
C (2.32, -0.28, 0.35)  -0.190
C (1.00, -1.03, 0.56)  -0.203
C (-0.26, -0.13, 0.43)  -0.191
C (-0.17, 1.03, 1.41)  -0.218
C (-1.43, 1.92, 1.44)  -0.388
C (-1.08, 3.32, 1.98)  -0.064
F (-2.42, 1.40, 2.26)  -0.032
C (-1.39, -1.09, 0.90)  -0.735
O (-2.17, -1.64, 0.07)  -0.118
O (-1.46, -1.30, 2.15)  -0.119
C (4.71, -0.21, 0.69)  -0.468
C (4.84, 1.19, 1.30)  -0.008
O (5.67, -0.65, 0.09)  0.058
H (3.24, -0.36, 4.22)  0.061
H (1.72, -0.68, 3.40)  0.055
H (2.74, 0.66, 2.89)  0.056
H (4.43, -1.61, 2.64)  0.105
H (2.87, -2.32, 2.31)  0.101
H (2.30, 0.74, 0.73)  0.071
H (2.46, -0.18, -0.73)  0.117
H (0.92, -1.52, 1.54)  0.083
H (0.90, -1.79, -0.22)  0.103
H (0.01, 0.72, 2.46)  0.109
H (0.63, 1.72, 1.11)  0.075
H (-1.77, 1.97, 0.40)  0.126
H (0.00, 3.48, 2.06)  0.054
H (-1.44, 4.12, 1.32)  0.054
H (-1.49, 3.47, 2.98)  0.064
H (5.72, 1.71, 0.93)  0.071
H (3.98, 1.82, 1.05)  0.068
H (4.84, 1.08, 2.38)  0.070
O (3.49, 2.30, -2.22)  -0.288
P (3.08, 3.51, -3.02)  0.697
N (1.63, 2.87, -3.63)  -0.315
C (1.12, 2.83, -4.98)  -0.131
C (0.64, 2.52, -2.61)  -0.113
N (4.35, 3.47, -4.18)  -0.329
C (4.17, 3.56, -5.62)  -0.154
C (5.51, 2.64, -3.88)  -0.147
N (2.73, 5.17, -3.50)  -0.277
C (3.82, 6.10, -3.10)  -0.145
C (1.49, 5.73, -2.94)  -0.137
H (1.11, 3.82, -5.47)  0.067
H (0.09, 2.47, -5.01)  0.061
H (1.70, 2.14, -5.59)  0.067
H (0.10, 3.41, -2.24)  0.062
H (1.11, 2.04, -1.75)  0.056
H (-0.10, 1.81, -2.98)  0.063
H (3.92, 2.59, -6.06)  0.076
H (5.10, 3.90, -6.09)  0.069
H (3.41, 4.29, -5.89)  0.063
H (5.32, 1.57, -4.07)  0.086
H (5.81, 2.75, -2.84)  0.067
H (6.36, 2.94, -4.49)  0.070
H (3.95, 6.14, -2.02)  0.079
H (3.60, 7.11, -3.47)  0.071
H (4.77, 5.81, -3.54)  0.066
H (1.43, 5.63, -1.86)  0.087
H (0.61, 5.27, -3.39)  0.070
H (1.42, 6.80, -3.19)  0.074
O (-1.64, -0.82, 7.55)  -0.309
P (-1.31, -2.21, 7.08)  0.701
N (-2.82, -2.68, 6.42)  -0.323
C (-3.50, -3.93, 6.65)  -0.147
C (-3.36, -1.87, 5.31)  -0.103
N (-1.03, -2.91, 8.64)  -0.328
C (-1.57, -4.17, 9.10)  -0.160
C (-0.88, -2.01, 9.76)  -0.160
N (-0.46, -3.55, 6.35)  -0.274
C (0.99, -3.53, 6.67)  -0.138
C (-0.53, -3.66, 4.87)  -0.105
H (-2.87, -4.81, 6.46)  0.067
H (-4.36, -4.03, 5.99)  0.074
H (-3.89, -3.99, 7.67)  0.060
H (-2.85, -2.09, 4.37)  0.065
H (-3.24, -0.81, 5.50)  0.075
H (-4.42, -2.05, 5.19)  0.073
H (-2.60, -4.06, 9.48)  0.072
H (-0.96, -4.57, 9.91)  0.070
H (-1.56, -4.93, 8.32)  0.063
H (-1.85, -1.63, 10.12)  0.079
H (-0.26, -1.16, 9.50)  0.066
H (-0.39, -2.52, 10.60)  0.069
H (1.49, -2.65, 6.27)  0.079
H (1.48, -4.42, 6.26)  0.074
H (1.16, -3.55, 7.75)  0.063
H (-0.24, -2.73, 4.37)  0.084
H (-1.53, -3.93, 4.54)  0.073
H (0.13, -4.46, 4.52)  0.079
O (-2.05, 0.88, -4.72)  -0.348
P (-2.42, -0.60, -4.66)  0.756
N (-2.45, -0.75, -6.41)  -0.335
C (-3.52, -1.26, -7.23)  -0.158
C (-1.18, -0.59, -7.10)  -0.159
N (-4.02, -0.32, -4.07)  -0.324
C (-5.24, -0.78, -4.68)  -0.164
C (-4.26, 0.94, -3.38)  -0.148
N (-2.71, -2.33, -4.50)  -0.290
C (-2.78, -2.71, -3.06)  -0.129
C (-1.69, -3.21, -5.10)  -0.153
H (-3.89, -2.24, -6.91)  0.063
H (-3.21, -1.37, -8.27)  0.066
H (-4.37, -0.56, -7.24)  0.059
H (-0.55, -1.49, -7.03)  0.058
H (-0.62, 0.24, -6.67)  0.057
H (-1.33, -0.36, -8.15)  0.067
H (-5.57, -0.11, -5.49)  0.068
H (-6.04, -0.83, -3.94)  0.073
H (-5.15, -1.80, -5.08)  0.060
H (-4.40, 1.77, -4.09)  0.073
H (-3.45, 1.18, -2.71)  0.073
H (-5.17, 0.86, -2.77)  0.075
H (-1.84, -2.50, -2.54)  0.072
H (-3.01, -3.77, -2.95)  0.075
H (-3.56, -2.17, -2.54)  0.069
H (-0.68, -2.95, -4.78)  0.083
H (-1.73, -3.17, -6.19)  0.056
H (-1.88, -4.24, -4.83)  0.074

Properties
- Kohn-Sham gap (eV) = 2.7
- highest occupied orbital energy (eV) = 1.07
- net charge = -2
- spin multiplicity = 1